A 4-piece molecular cluster, C2H12NO3 overall at a distorted geometry. Source: OMol25; level of theory: the ωB97M-V functional and the def2-TZVPD basis.

Last column: Löwdin charge in e.
Atoms and positions in Å:
O 1.12124 0.63958 1.01722  -0.0514
O 3.68101 0.51797 -0.08632  -0.0446
O -2.19821 1.70608 -1.90638  -0.0405
N -1.42309 -0.08420 0.19929  0.1650
C -1.23244 -1.56276 0.09353  -0.1213
C -0.49103 -2.16746 0.99559  0.0662
H 4.48159 -0.00547 -0.22192  0.0682
H -0.29215 -1.77276 1.98036  0.0833
H -0.55400 0.36154 0.56757  0.0988
H 2.00467 0.36411 0.71327  0.0250
H 3.77578 1.23260 -0.73256  0.0684
H -2.75419 2.48493 -1.79982  0.0687
H -1.56580 0.37642 -0.71389  0.1044
H -2.20729 0.19551 0.78138  0.1659
H 1.22605 1.04091 1.88531  0.0740
H -1.72419 1.79852 -2.74165  0.0696
H -0.25945 -3.20954 0.82930  0.0817
H -1.58852 -1.91598 -0.86028  0.1187

Calculated values
ΔE to the lowest compared entry with this formula, charge and spin (kcal per mole): 13.1
Frontier orbital gap (eV): 11.88
Highest occupied orbital energy (eV): -14.666
Charge: +1
Multiplicity: 1
Maximum force (eV/Å): 1.5